# 1
{"formula": "C30H39N3OV", "method": "ωB97M-V/def2-TZVPD", "homo_ha": [0.093, -0.006], "e_tot_ev": -63942.28459, "multiplicity": 4, "charge": -2, "homo_lumo_gap_ev": [2.08, 4.70], "largest_force_ha_per_bohr": 0.052, "s2": 4.151, "symbols": ["V", "N", "N", "C", "C", "C", "C", "H", "H", "H", "C", "C", "H", "H", "H", "C", "C", "H", "H", "H", "C", "H", "H", "H", "C", "H", "H", "H", "C", "H", "C", "H", "C", "H", "C", "H", "C", "C", "H", "C", "C", "H", "C", "H", "N", "C", "C", "C", "H", "C", "C", "H", "H", "H", "C", "H", "C", "C", "H", "H", "H", "C", "H", "H", "H", "C", "C", "O", "H", "H", "H", "H", "H", "H"], "positions_angstrom": [[-0.12673, 0.44699, 0.95476], [2.26295, 0.55346, 3.04314], [1.85015, 1.06883, -0.48045], [-2.14951, 0.58883, 0.51936], [-1.57883, 1.91624, 0.67351], [-1.05230, 2.01892, 2.00945], [-0.41297, 3.22783, 2.63153], [-0.12952, 3.97033, 1.86753], [0.49688, 2.95406, 3.19411], [-1.12356, 3.71837, 3.32340], [-1.25720, 0.76756, 2.67854], [-0.87784, 0.46383, 4.09996], [-1.70091, 0.71793, 4.79643], [0.01240, 1.04183, 4.39687], [-0.64343, -0.60529, 4.23256], [-1.96017, -0.11208, 1.75694], [-2.46645, -1.49027, 2.07701], [-1.81206, -2.00677, 2.79768], [-2.52630, -2.11488, 1.17048], [-3.48042, -1.43801, 2.51801], [-1.60777, 3.01125, -0.35449], [-2.06599, 3.93382, 0.05173], [-2.19711, 2.70871, -1.23492], [-0.59293, 3.26996, -0.70155], [-2.91312, 0.08763, -0.67258], [-2.60612, -0.93374, -0.94884], [-2.75523, 0.72636, -1.55577], [-4.00056, 0.06686, -0.46161], [3.14754, 0.08024, 3.93110], [2.72315, -0.33092, 4.85821], [4.53584, 0.09417, 3.73766], [5.21095, -0.30237, 4.50236], [5.02090, 0.63233, 2.53568], [6.09706, 0.66561, 2.33312], [4.11400, 1.12061, 1.59423], [4.46095, 1.52719, 0.63920], [2.72800, 1.06431, 1.87580], [1.69189, 1.48926, 0.91584], [1.50031, 2.57052, 0.97758], [0.69234, 0.44396, -0.79445], [2.70342, 1.19491, -1.57173], [3.68809, 1.65595, -1.51968], [2.03479, 0.61825, -2.62106], [2.32165, 0.46988, -3.66003], [0.79128, 0.16557, -2.13444], [-0.24009, -0.42596, -2.93886], [-1.12638, 0.42136, -3.63934], [-2.15660, -0.17473, -4.38628], [-2.86073, 0.47289, -4.92221], [-2.31832, -1.56883, -4.44865], [-3.42169, -2.18873, -5.27581], [-4.20622, -2.62676, -4.63514], [-3.02554, -3.00334, -5.91155], [-3.89146, -1.44591, -5.94184], [-1.41334, -2.37529, -3.73718], [-1.52420, -3.46585, -3.77054], [-0.36568, -1.83149, -2.97593], [0.56236, -2.72692, -2.19434], [1.60145, -2.65335, -2.55528], [0.23565, -3.77747, -2.25591], [0.58142, -2.42879, -1.13171], [-0.99771, 1.92648, -3.57604], [-0.44903, 2.32394, -4.44985], [-0.44475, 2.24622, -2.67783], [-1.99315, 2.39922, -3.56609], [1.58230, -2.64007, 2.75470], [1.43053, -2.03701, 1.36601], [0.11520, -1.56212, 1.21258], [1.34152, -1.89386, 3.53452], [2.62132, -3.00395, 2.89828], [0.88140, -3.49394, 2.87016], [2.16010, -1.24443, 1.17016], [1.66645, -2.84284, 0.64059], [-0.39237, -2.09651, 0.56122]]}

# 2
{"formula": "C5H7NO", "method": "ωB97M-V/def2-TZVPD", "homo_ha": -0.362, "e_tot_ev": -8834.48088, "relative_energy_kcal_mol": 39.7, "homo_lumo_gap_ev": 10.71, "largest_force_ha_per_bohr": 0.010, "symbols": ["C", "C", "C", "C", "N", "C", "O", "H", "H", "H", "H", "H", "H", "H"], "positions_angstrom": [[2.64514, 1.16900, -0.07190], [1.88738, 0.23413, -0.13298], [0.96297, -0.90040, -0.24162], [-0.28280, -0.77045, 0.63989], [-0.99096, 0.47432, 0.43433], [-2.34931, 0.52230, 0.41505], [-3.08100, -0.44747, 0.38060], [3.33843, 1.98084, -0.03304], [1.48875, -1.81883, 0.04476], [0.66426, -1.01200, -1.28959], [-0.98674, -1.57078, 0.40155], [-0.00330, -0.87134, 1.69619], [-0.47787, 1.33756, 0.54350], [-2.73152, 1.55923, 0.43378]]}

# 3
{"formula": "C6H4CsO5", "method": "ωB97M-V/def2-TZVPD", "homo_ha": -0.083, "e_tot_ev": -17071.59073, "charge": -1, "relative_energy_kcal_mol": 0.0, "homo_lumo_gap_ev": 2.95, "largest_force_ha_per_bohr": 0.052, "symbols": ["Cs", "C", "C", "C", "O", "C", "C", "C", "O", "O", "O", "H", "H", "O", "H", "H"], "positions_angstrom": [[3.27086, -1.17795, 1.68796], [-2.66150, -0.49276, -0.41751], [-2.04386, 0.82042, -0.43285], [-0.49358, 0.95724, -0.11633], [-0.01763, 2.08434, 0.03052], [0.19233, -0.27981, 0.00406], [-0.41018, -1.52302, -0.09771], [-1.90866, -1.65029, -0.27871], [-2.44516, -2.79788, -0.25587], [0.36198, -2.53593, -0.13321], [-2.64511, 1.85506, -0.72784], [-3.74059, -0.46651, -0.39609], [1.26049, -0.16366, 0.09141], [3.51679, 1.51473, 0.48237], [3.68143, 1.75537, -0.43792], [4.08241, 2.10067, 0.99773]]}